102
Properties=species:S:1:pos:R:3:forces:R:3 method="wB97M-V/def2-TZVPD" homo_lumo_gap_ev=3.40 lumo_ev=3.664 total_charge=-2 molar_mass_g_mol=847.119 relative_energy_kj_mol=257.8 spin_multiplicity=1
Ca 0.8058 0.3818 -0.1102 -0.94 -1.00 2.50
C 2.7179 7.5793 0.0327 0.03 -0.02 0.00
C 1.7739 6.8510 0.7444 0.00 0.10 -0.01
C 1.6440 5.4857 0.5381 -0.02 -0.04 0.04
C 2.4561 4.8234 -0.3835 -0.12 0.07 0.05
C 3.4099 5.5605 -1.0808 0.00 -0.03 0.01
C 3.5412 6.9269 -0.8744 0.03 0.07 -0.06
C 2.2726 3.3550 -0.5779 0.09 0.05 0.12
C 1.4510 2.9415 -1.6545 0.12 -0.41 -0.06
C 1.1135 3.7723 -2.7909 -0.21 0.04 -0.34
C 0.4782 2.9764 -3.6892 0.10 0.26 0.13
C 0.3389 1.6708 -3.0775 -0.14 -0.54 -0.64
C -0.2942 0.5579 -3.6407 0.33 0.45 0.63
C -0.7235 0.6195 -5.0548 -0.21 0.05 -0.39
C -1.5740 1.6038 -5.5666 -0.03 -0.06 0.19
C -1.9099 1.6374 -6.9114 -0.06 -0.02 -0.13
C -1.4174 0.6806 -7.7862 0.03 0.01 0.05
C -0.5808 -0.3136 -7.2940 -0.06 0.01 -0.11
C -0.2481 -0.3466 -5.9517 0.12 0.11 0.11
C -0.5087 -0.6927 -2.9688 -0.23 -0.18 -0.03
N 0.0377 -1.0268 -1.7738 -0.22 -0.30 -0.76
C -0.3838 -2.2785 -1.4575 0.12 -0.09 -0.15
C 0.2938 -2.9607 -0.3632 0.34 0.39 -0.02
C -0.4749 -3.5805 0.7186 -0.24 -0.27 0.17
C -1.6178 -2.9363 1.2024 0.10 0.02 -0.12
C -2.3613 -3.4906 2.2285 -0.08 -0.10 0.02
C -1.9971 -4.7168 2.7686 0.03 0.05 -0.05
C -0.8587 -5.3607 2.3026 -0.05 -0.09 0.09
C -0.0963 -4.7917 1.2958 0.09 0.07 -0.08
C 1.6476 -2.6912 -0.3025 -0.43 -0.16 -0.33
C 2.3618 -2.0826 -1.4245 0.20 0.00 0.02
C 3.3187 -1.3214 -0.8704 0.26 -0.18 -0.20
C 3.2286 -1.5396 0.5728 -0.35 -0.41 -0.23
N 2.3388 -2.4652 0.8794 0.27 0.31 0.43
C 3.9354 -0.6602 1.4805 0.14 0.90 -0.12
C 3.8111 0.6926 1.2088 -0.06 -0.94 0.35
C 4.4728 1.8210 1.8415 -0.06 0.53 -0.03
C 3.9685 2.9370 1.2698 0.29 -0.16 0.44
C 2.9637 2.5091 0.3026 -0.08 -0.42 -0.45
N 2.8834 1.1625 0.3120 0.76 0.70 -0.26
C 4.7477 -1.1694 2.5912 0.36 -0.04 0.15
C 4.2108 -2.0339 3.5464 -0.24 0.00 -0.07
C 4.9956 -2.4987 4.5886 0.11 -0.05 0.09
C 6.3332 -2.1357 4.6890 0.02 0.04 -0.06
C 6.8843 -1.2989 3.7277 0.06 -0.02 0.07
C 6.1009 -0.8216 2.6892 -0.16 -0.08 -0.01
C -1.2948 -2.7435 -2.4347 -0.15 0.02 0.02
C -1.3520 -1.7610 -3.4066 0.03 0.02 0.03
N 0.9554 1.6976 -1.8499 0.25 1.10 -0.75
H 2.8185 8.6475 0.1862 0.00 0.00 0.02
H 1.1349 7.3492 1.4636 -0.01 -0.03 0.01
H 0.9187 4.9103 1.1041 0.00 -0.03 0.02
H 4.0565 5.0513 -1.7865 -0.02 -0.02 0.00
H 4.2896 7.4857 -1.4254 0.00 0.00 0.00
H 1.3582 4.8168 -2.9053 0.03 0.00 0.01
H 0.1299 3.2640 -4.6669 0.03 0.00 -0.03
H -1.9973 2.3403 -4.8962 0.03 -0.01 0.02
H -2.5737 2.4114 -7.2789 0.00 0.01 0.03
H -1.6839 0.7077 -8.8358 0.01 0.00 0.00
H -0.1808 -1.0643 -7.9656 0.00 -0.02 0.02
H 0.4161 -1.1143 -5.5767 -0.02 -0.02 0.02
H -1.8870 -1.9740 0.7874 0.00 0.02 0.04
H -3.2193 -2.9583 2.6202 0.00 0.01 -0.03
H -2.5951 -5.1658 3.5529 0.04 0.02 0.04
H -0.5675 -6.3132 2.7310 0.03 0.01 -0.01
H 0.7979 -5.2893 0.9399 0.01 0.04 -0.01
H 2.1475 -2.2406 -2.4684 -0.09 0.10 0.00
H 4.0521 -0.7009 -1.3598 -0.04 0.07 0.03
H 5.2137 1.7657 2.6223 0.01 -0.01 0.00
H 4.2369 3.9598 1.4844 -0.03 0.01 0.02
H 3.1636 -2.3035 3.4626 -0.03 0.05 0.01
H 4.5647 -3.1468 5.3428 -0.06 -0.01 -0.04
H 6.9447 -2.5059 5.5036 -0.02 0.00 0.01
H 7.9324 -1.0253 3.7798 -0.01 0.01 0.01
H 6.5357 -0.1928 1.9226 0.00 0.03 0.00
H -1.7956 -3.7002 -2.4368 0.02 -0.01 0.01
H -1.9333 -1.7841 -4.3162 0.00 -0.01 -0.01
C -1.6390 1.7619 5.2750 0.09 -0.05 -0.02
C -0.8018 1.3703 4.0639 0.16 -0.57 0.26
S -0.4832 2.6470 2.9318 0.02 0.49 -0.60
C -0.3231 0.1059 3.9425 -0.49 0.61 0.37
C -0.5092 -0.9219 5.0430 -0.07 0.12 -0.16
S 0.5894 -0.5063 2.5968 0.38 -0.54 -0.47
H -2.0130 2.7738 5.1374 -0.02 0.01 0.01
H -1.0484 1.7424 6.2000 -0.05 0.02 0.03
H -2.4946 1.0892 5.4090 0.00 0.02 0.06
H -0.9120 -0.4972 5.9662 -0.02 -0.03 -0.04
H 0.4610 -1.3747 5.2656 -0.03 -0.07 0.02
H -1.1706 -1.7271 4.7017 0.03 -0.07 0.08
C -1.8266 3.4713 -0.1415 0.07 -0.08 -0.12
P -2.0580 1.6555 -0.3274 -0.36 0.44 0.03
C -2.9876 1.7230 -1.9302 0.11 -0.18 0.08
C -3.4850 1.4128 0.8109 0.21 -0.09 0.02
H -2.7699 4.0027 -0.2966 -0.03 0.00 -0.06
H -1.0901 3.8106 -0.8749 -0.03 0.03 -0.01
H -1.4564 3.6682 0.8623 0.01 -0.01 0.07
H -3.8845 2.3410 -1.8369 -0.01 0.01 0.02
H -3.2652 0.7164 -2.2496 -0.01 0.01 -0.05
H -2.3294 2.1541 -2.6857 -0.06 -0.03 0.01
H -4.2686 2.1513 0.6183 0.01 0.00 -0.02
H -3.1114 1.5328 1.8295 0.02 -0.03 0.03
H -3.8947 0.4068 0.6869 0.02 0.03 0.03

---

110
Properties=species:S:1:pos:R:3:forces:R:3 method="wB97M-V/def2-TZVPD" homo_lumo_gap_ev="4.76 / 4.68" lumo_ev="-5.045 / -5.037" total_charge=+1 molar_mass_g_mol=1150.544 spin_multiplicity=1
Tc -0.3494 -0.1714 -0.1047 0.17 0.43 -1.51
O -0.3211 -0.7214 1.6465 -0.69 -0.10 1.59
C 0.5954 -1.3596 2.4942 0.65 0.06 -0.04
C 1.7611 -1.8754 1.6041 -0.42 0.20 0.19
C 2.4360 -0.7325 0.9037 0.24 -0.01 0.01
C 3.7405 -0.4082 1.2454 0.07 -0.05 -0.04
C 4.3623 0.6776 0.6608 -0.04 -0.01 0.02
C 3.6619 1.3972 -0.2850 0.07 -0.09 -0.07
C 2.3687 1.0238 -0.6174 0.18 -0.01 -0.01
C 1.6107 1.8236 -1.6280 -0.28 -0.08 0.09
C 0.4595 2.6019 -0.9592 0.56 0.27 -0.24
O -0.4423 1.6800 -0.4282 -0.56 -0.20 0.67
C 1.1152 3.4787 0.1092 -0.13 -0.09 -0.06
C 1.8041 4.6262 -0.2781 0.04 -0.06 0.10
C 2.5117 5.3657 0.6567 0.03 -0.01 -0.05
C 2.5446 4.9587 1.9841 0.04 0.01 0.04
C 1.8730 3.8097 2.3688 -0.01 0.00 0.04
C 1.1592 3.0715 1.4338 -0.06 0.04 -0.05
C -0.3426 3.4315 -1.9668 0.00 -0.18 0.20
C -1.0848 4.5145 -1.5056 -0.03 0.02 -0.12
C -1.9041 5.2258 -2.3681 0.02 -0.02 0.03
C -2.0071 4.8499 -3.6995 -0.05 0.02 -0.04
C -1.2877 3.7602 -4.1607 0.06 -0.05 -0.04
C -0.4642 3.0510 -3.2965 -0.01 0.13 -0.01
N 1.7507 -0.0157 -0.0146 0.18 -0.13 0.06
C -0.1331 -2.5101 3.2014 -0.19 0.07 -0.27
C 0.5563 -3.4912 3.9056 0.06 -0.07 -0.03
C -0.1304 -4.4872 4.5829 0.03 -0.03 0.01
C -1.5177 -4.5216 4.5664 -0.03 -0.04 -0.03
C -2.2151 -3.5486 3.8701 0.04 -0.02 -0.01
C -1.5289 -2.5444 3.1962 0.02 0.10 0.17
C 1.0857 -0.3725 3.5560 -0.08 0.13 -0.14
C 2.2690 -0.5700 4.2593 -0.03 0.02 0.04
C 2.6862 0.3532 5.2065 0.06 -0.03 0.05
C 1.9260 1.4832 5.4658 -0.02 0.01 0.02
C 0.7336 1.6736 4.7846 -0.07 -0.09 0.07
C 0.3141 0.7501 3.8380 0.01 -0.03 0.08
H 1.3200 -2.5604 0.8745 0.09 -0.05 0.01
H 2.4924 -2.4176 2.1988 0.00 -0.05 -0.07
H 4.2580 -1.0054 1.9826 -0.05 0.00 0.03
H 5.3647 0.9623 0.9515 0.01 0.00 -0.03
H 4.0984 2.2621 -0.7644 -0.03 0.03 -0.02
H 1.1558 1.1428 -2.3355 0.08 -0.13 -0.28
H 2.2746 2.5189 -2.1354 0.10 -0.03 -0.08
H 1.7822 4.9400 -1.3151 -0.02 0.05 0.00
H 3.0418 6.2581 0.3495 -0.02 0.01 0.00
H 3.0961 5.5348 2.7155 0.00 0.01 0.00
H 1.9044 3.4755 3.3981 0.01 0.04 -0.06
H 0.6353 2.1731 1.7350 0.00 0.06 0.00
H -1.0239 4.7997 -0.4642 0.01 0.01 0.02
H -2.4645 6.0742 -1.9984 -0.03 -0.02 0.00
H -2.6562 5.3953 -4.3715 0.01 0.02 0.00
H -1.3671 3.4578 -5.1981 -0.04 0.01 0.00
H 0.0752 2.1895 -3.6688 0.02 -0.03 -0.03
H 1.6381 -3.4792 3.9577 0.00 0.01 -0.03
H 0.4208 -5.2381 5.1342 0.01 0.01 0.00
H -2.0490 -5.2943 5.1063 0.00 -0.01 -0.01
H -3.2975 -3.5522 3.8600 0.00 0.02 0.02
H -2.0890 -1.7363 2.7432 0.05 -0.04 -0.14
H 2.8753 -1.4510 4.0879 0.01 0.01 -0.01
H 3.6063 0.1844 5.7512 0.01 0.00 -0.02
H 2.2569 2.2063 6.1997 0.00 -0.01 0.02
H 0.1180 2.5395 4.9924 0.01 0.01 0.00
H -0.6225 0.9000 3.3177 0.00 0.00 -0.02
C 2.3379 -3.9522 -3.8786 0.08 -0.20 -0.06
O 1.8824 -2.6007 -3.8544 -0.02 0.12 -0.06
C 2.8343 -1.6395 -3.9236 -0.19 0.02 -0.17
C 4.1390 -1.8392 -3.4883 0.09 -0.09 0.07
C 5.1139 -0.8805 -3.6876 -0.11 0.07 -0.01
C 4.7942 0.3091 -4.3287 0.12 0.04 0.04
C 3.5003 0.5261 -4.7445 -0.25 0.14 -0.01
C 2.5006 -0.4295 -4.5493 0.59 0.16 0.88
N 1.2581 -0.1622 -5.1597 -0.54 -0.44 -0.31
C 0.1210 -0.8205 -5.2469 0.53 0.39 -0.22
C -0.6081 -1.6598 -4.3663 -0.41 -0.62 0.06
C -1.2856 -2.6844 -5.0256 0.58 0.78 0.24
C -2.0202 -3.6816 -4.3778 -0.20 -0.84 0.11
C -2.2460 -3.5934 -3.0482 -0.17 0.36 -0.15
C -1.8124 -2.4172 -2.3013 0.04 -0.17 0.17
C -0.7963 -1.5039 -2.9193 -0.04 0.64 0.68
O -0.3062 -0.5762 -2.2417 -0.10 -0.93 -1.07
H 1.4661 -4.5608 -4.1090 0.00 0.02 0.02
H 2.7504 -4.2607 -2.9164 -0.05 0.05 0.00
H 3.0893 -4.0896 -4.6587 -0.01 0.03 0.02
H 4.4040 -2.7730 -3.0134 -0.04 0.01 0.01
H 6.1259 -1.0726 -3.3597 0.01 0.01 0.02
H 5.5538 1.0540 -4.5201 -0.02 0.01 0.02
H 3.2500 1.4467 -5.2617 -0.01 0.02 0.04
H 1.3537 0.5535 -5.8708 0.09 -0.17 -0.19
H -0.3266 -0.7067 -6.2301 -0.27 0.35 0.11
H -1.1601 -2.7539 -6.1006 -0.14 0.05 -0.04
H -2.4099 -4.5099 -4.9534 -0.02 0.01 0.01
H -2.8455 -4.3290 -2.5267 -0.04 -0.03 -0.04
H -2.7142 -1.7761 -2.1865 -0.01 0.10 0.09
F -2.5694 -0.0553 0.1851 -0.30 -0.11 0.00
P -4.2362 0.1119 -0.3459 0.52 -0.42 -0.05
F -4.0661 1.6698 -0.1785 0.00 0.10 0.01
F -4.6462 -0.0843 1.1739 0.01 0.08 0.00
F -5.7160 0.2120 -0.8599 -0.22 0.09 -0.10
F -3.6199 0.1819 -1.8526 0.03 0.04 -0.07
F -4.2556 -1.5283 -0.5313 0.18 0.24 0.04
Te -1.5511 -2.7297 -0.1689 0.20 -0.14 -0.04
C -0.5187 -4.5638 -0.2290 -0.15 -0.07 0.12
C 0.3079 -5.1303 -1.1584 -0.06 0.28 0.00
C 0.6474 -6.4722 -0.8549 0.04 -0.05 -0.07
C 0.0704 -6.8992 0.3012 -0.11 0.02 0.19
S -0.8966 -5.6886 1.0263 0.19 0.05 -0.32
H 0.6417 -4.5952 -2.0348 0.02 -0.01 0.00
H 1.2824 -7.0904 -1.4727 0.01 -0.02 0.03
H 0.1572 -7.8649 0.7728 0.05 -0.01 -0.01

---

| no. | total energy (a.u.) |
| --- | --- |
| 1 | -4003.702808 |
| 2 | -4067.218883 |